{"formula": "C16H48F6N13O18S2Zn", "method": "wB97M-V/def2-TZVPD", "total_charge": 1, "symbols": ["Zn", "S", "S", "F", "F", "F", "F", "F", "F", "O", "O", "O", "O", "O", "O", "O", "O", "O", "O", "O", "O", "O", "O", "O", "O", "O", "O", "N", "N", "N", "N", "N", "N", "N", "N", "N", "N", "N", "N", "N", "C", "C", "C", "C", "C", "C", "C", "C", "C", "C", "C", "C", "C", "C", "C", "C", "H", "H", "H", "H", "H", "H", "H", "H", "H", "H", "H", "H", "H", "H", "H", "H", "H", "H", "H", "H", "H", "H", "H", "H", "H", "H", "H", "H", "H", "H", "H", "H", "H", "H", "H", "H", "H", "H", "H", "H", "H", "H", "H", "H", "H", "H", "H", "H"], "positions_angstrom": [[-1.06728, -2.23853, 0.30718], [-0.59793, 0.56898, -1.08113], [1.57615, -0.28073, 0.02930], [2.18293, -0.43297, 2.62994], [0.97041, 1.36097, -3.20856], [-0.72744, 0.21891, -3.87243], [0.61183, 0.94204, 2.16446], [2.55452, 1.57326, 1.73669], [1.07710, -0.71418, -2.96692], [-3.54177, -0.92518, -6.39248], [8.42454, 0.60477, -0.25431], [-2.44878, 3.63634, 0.65595], [-1.91936, -2.32638, -1.59210], [5.11410, -0.72447, 0.70687], [0.50547, 4.82785, 2.25236], [-0.09623, -2.45067, 2.06522], [-1.24634, 5.33538, -0.87221], [2.24026, 0.73583, -0.86571], [-2.75682, -1.44621, 1.33488], [-2.03063, 0.41234, -1.19462], [-1.32932, -1.65342, -8.30766], [0.28684, -3.66380, -0.62042], [6.06337, -1.67206, 4.78050], [-2.76512, 7.72586, -0.04282], [-0.15826, 1.84568, -0.64027], [2.27290, -1.53738, 0.09070], [-2.05193, -3.99570, 0.70958], [-0.56985, -2.81071, 4.18329], [1.32587, -3.46900, 3.40540], [-3.92272, -3.12660, -2.29004], [-2.17732, -3.59509, -3.38935], [4.95228, 0.11985, 4.07805], [3.82773, -1.55418, 4.87671], [2.81373, 5.14953, 2.27631], [-0.15623, -0.68390, -0.18297], [1.94697, 4.07008, 0.65956], [-4.96655, -1.09661, 1.98685], [-4.09844, 0.06677, 0.41881], [-1.90039, 2.74719, 2.39666], [-3.97016, 2.60806, 1.95814], [5.00609, -1.06363, 4.58501], [-1.30352, -2.06523, -6.88762], [-2.80088, 3.01996, 1.62889], [-1.57021, -5.12035, -0.08768], [0.21868, 0.32350, -2.91844], [-2.13495, -1.05989, -6.00657], [6.46840, -0.65380, 0.74050], [-3.37005, 6.56979, -0.41731], [-2.50954, 5.77799, -1.44930], [1.77192, 0.53012, 1.79104], [0.24071, -2.92028, 3.15176], [-3.88800, -0.91467, 1.29606], [-2.62551, -3.00206, -2.34710], [1.65910, 4.73944, 1.75606], [6.98342, 0.47377, -0.23505], [-0.07111, -4.99314, -0.29728], [0.46641, -5.30484, 0.59827], [-0.42206, -3.15578, 5.12093], [-3.31865, 0.15099, -0.21753], [1.21144, 3.86917, -0.00282], [-2.81219, -3.99141, -4.06757], [2.95744, -1.13028, 4.58862], [4.74116, -0.04776, 1.27658], [1.15824, -3.66815, -1.02322], [-1.01676, 3.14085, 2.10627], [-2.64593, -4.40773, 1.34124], [-1.18553, -3.45902, -3.52324], [2.01939, -3.52749, 2.67347], [-1.43290, -2.29877, 4.06853], [6.87656, -0.40379, 1.71979], [-1.86625, -0.03565, -6.26510], [5.83634, 0.47620, 3.74406], [2.92690, 3.93697, 0.45434], [-4.45318, -2.58407, -1.62342], [1.34007, -3.86098, 4.33613], [-0.60013, -1.08042, -8.55578], [-2.06054, -5.25645, -1.05160], [-2.03891, 2.21357, 3.24293], [-1.90727, -6.00650, 0.45012], [-3.43314, -0.35728, -7.15883], [-4.35458, 6.87614, -0.77080], [-2.99900, 4.83326, -1.68598], [-4.81247, 2.99395, 1.55600], [-1.90906, 7.51707, 0.33820], [8.66695, 1.29293, -0.87823], [4.05500, 0.58174, 4.11861], [-1.67590, -3.06100, -6.64701], [-5.02162, -1.68637, 2.80493], [-1.43616, 4.53496, -0.37733], [-2.54028, 6.34912, -2.37719], [-2.01089, -1.50401, -5.01891], [2.70324, 5.51597, 3.21099], [-0.31264, -2.05070, -6.43371], [3.71155, -2.53326, 5.09578], [6.67262, 1.36923, 0.30314], [-3.49960, 5.89150, 0.42604], [6.94871, -1.55271, 0.35402], [3.64052, 4.59312, 2.11225], [-5.01235, 0.47902, 0.29668], [6.49296, 0.54210, -1.20607], [0.14724, -5.62904, -1.15522], [-3.92156, 1.92286, 2.69857], [-5.80606, -0.58613, 1.75292], [-4.38982, -3.69462, -2.98233]], "forces_ev_per_angstrom": [[-1.12, -0.55, 0.44], [-2.77, 0.46, -1.50], [3.09, 0.52, -1.17], [0.48, 0.54, -0.06], [-0.50, 0.74, 0.18], [0.52, -0.34, 1.12], [-1.87, 0.39, 0.92], [1.19, -0.44, 0.26], [-1.21, -0.52, 0.16], [0.92, -1.07, 0.52], [-0.71, -1.09, -0.14], [-1.42, 1.76, -3.54], [0.00, -0.12, 0.35], [-1.85, -0.42, -0.01], [2.13, 0.39, -0.73], [0.30, 0.37, -0.92], [-0.11, 2.09, -1.45], [-2.63, -2.61, 2.27], [-0.78, -0.79, 1.38], [0.72, -0.02, -1.14], [-0.59, -1.38, 1.64], [-0.50, -0.31, -0.06], [-0.67, 0.18, -0.25], [1.01, 2.02, 0.67], [0.50, 0.06, 0.10], [-0.76, -0.12, 0.36], [-0.07, -1.69, -0.97], [-2.97, 0.58, 2.32], [5.24, -2.88, 0.93], [-3.28, 0.13, 1.57], [3.12, -1.89, -2.95], [0.00, 3.55, -1.66], [-4.06, -2.28, 1.14], [1.23, 1.74, 2.89], [5.15, 4.00, -0.74], [-0.55, -1.21, -2.38], [-2.70, -2.12, 3.53], [0.29, -0.24, -0.85], [7.50, -3.12, 7.08], [-4.62, -1.41, 0.97], [3.51, -3.03, 0.94], [-0.55, 2.38, -0.18], [-1.71, 2.53, -4.83], [-0.31, 0.11, 0.30], [0.40, 0.39, 0.33], [-0.66, -0.66, -2.34], [3.21, 1.03, -1.82], [0.08, -2.06, -0.63], [-1.02, -1.19, 1.13], [-0.84, -1.08, -1.76], [-4.41, 2.69, -1.53], [1.91, 2.06, -2.84], [-0.37, 1.92, 1.37], [-2.89, -1.12, 0.79], [0.21, 1.39, 1.74], [-0.17, -0.77, 0.07], [0.11, -0.17, -0.02], [0.31, 0.03, -0.31], [-0.20, 0.86, -0.62], [0.28, -0.25, -0.06], [0.74, 0.09, -0.17], [0.43, 0.12, -0.05], [0.03, 0.04, 0.05], [0.25, 0.48, 0.13], [0.50, -0.12, 0.65], [-0.12, 0.75, 0.32], [-0.15, -0.42, -0.66], [0.29, -0.31, 0.45], [0.22, -0.12, -0.25], [0.08, -0.29, 0.16], [1.51, -0.11, 1.25], [-0.46, 0.58, 0.20], [-0.63, 0.04, -0.75], [0.01, -0.21, -0.21], [1.30, -0.32, -0.46], [0.27, -0.08, 0.49], [-0.30, 0.89, -0.11], [0.53, 0.40, -0.01], [0.82, -0.31, 0.08], [-0.68, -0.10, -0.31], [-0.06, -0.39, -0.46], [-0.62, 0.07, -0.10], [0.25, -0.37, 0.22], [0.22, -0.07, 0.01], [-0.09, 0.01, -0.04], [0.74, 0.63, -0.42], [-0.32, -0.21, -1.14], [0.12, 0.01, -0.26], [-0.39, -0.11, 0.31], [1.35, 0.13, 0.00], [-0.42, 1.01, 0.35], [0.38, -0.02, 0.02], [0.43, 0.17, -0.39], [0.62, 0.30, 0.16], [-0.55, 0.51, -0.13], [-0.21, -0.09, 0.27], [-0.43, -0.49, 0.44], [-0.15, 0.36, 0.10], [0.60, 0.11, -0.25], [0.18, -0.73, -0.16], [0.34, -0.32, 0.22], [-1.21, 0.34, -0.15], [0.31, -0.19, 0.19], [-0.28, 0.39, 0.42]]}

---

{"formula": "C6H12O", "method": "wB97M-V/def2-TZVPD", "symbols": ["O", "C", "C", "C", "C", "C", "C", "H", "H", "H", "H", "H", "H", "H", "H", "H", "H", "H", "H"], "positions_angstrom": [[1.53494, -0.36484, 0.74943], [-0.97941, -1.16980, -0.65752], [-0.02834, 1.66814, 0.08011], [0.33371, 0.38183, 0.87723], [2.07790, -1.15835, -0.30532], [-1.51152, 1.22526, 0.17047], [-1.05348, -0.20886, 0.52466], [0.34247, 0.64500, 1.94378], [-1.57441, -2.07268, -0.51702], [-2.11038, 1.32206, -0.74161], [2.88601, -1.69944, 0.18755], [0.34882, 1.66005, -0.94620], [-1.21159, -0.70430, -1.62035], [1.46882, -1.95606, -0.75095], [-1.56459, -0.67559, 1.37287], [0.21820, 2.63398, 0.53912], [-2.05170, 1.71192, 0.98924], [2.46854, -0.56707, -1.14311], [0.03421, -1.50988, -0.72931]], "forces_ev_per_angstrom": [[0.03, -0.14, 0.21], [-0.12, -0.07, -0.10], [0.20, 0.01, -0.14], [-0.13, 0.01, 0.08], [0.26, 0.02, -0.04], [-0.12, 0.06, -0.01], [-0.02, -0.15, 0.08], [0.03, -0.08, -0.24], [-0.28, 0.20, -0.09], [0.12, -0.03, 0.16], [0.24, 0.27, -0.14], [-0.06, -0.06, 0.06], [-0.21, -0.03, 0.15], [0.14, 0.32, 0.39], [0.05, 0.05, -0.14], [0.10, -0.30, -0.11], [0.16, -0.05, -0.11], [-0.02, 0.12, 0.21], [-0.37, -0.16, -0.21]]}

---

Calculated orbital gap, 6.900 10.461 eV (same order as the records).
Calculated LUMO level, -3.037 1.052 eV (same order as the records).
Calculated E_tot, -5879.273244 -310.973515 Ha (same order as the records).